Entry 1:
DFT (wB97M-V/def2-TZVPD) results for an isolated molecule of C5H7ClN2 in a non-equilibrium geometry.

Bonds (Å) are listed after each position.
Atoms and positions in Å:
1 Cl -3.01 1.92 -0.83  C7 1.735
2 N -0.62 1.02 -0.15  C5 1.434, C6 1.507, C7 1.362
3 N 1.35 0.05 0.93  C6 1.453, C8 1.185
4 C 0.94 -2.39 0.96  C8 1.294, H10 1.082, H13 1.026
5 C -0.62 0.11 -1.25  N2 1.434, H9 1.166, H14 1.092, H15 1.079
6 C 0.70 1.28 0.52  N2 1.507, N3 1.453, H11 1.047, H12 1.133
7 C -1.64 1.85 0.22  Cl1 1.735, N2 1.362
8 C 1.04 -1.10 0.96  N3 1.185, C4 1.294
9 H -1.60 -0.47 -1.00  C5 1.166
10 H 0.60 -2.90 1.85  C4 1.082
11 H 0.65 1.92 1.35  C6 1.047
12 H 1.45 1.65 -0.25  C6 1.133
13 H 1.34 -2.91 0.17  C4 1.026
14 H -0.77 0.57 -2.23  C5 1.092
15 H 0.19 -0.61 -1.26  C5 1.079

The energy relative to the best compared isomer or geometry (same formula, charge and spin) is 216.68 kJ/mol. The multiplicity is 3. For the HOMO energy (spin up / spin down), the calculation gives -6.3514 / -8.7513 eV. The value obtained for the HOMO-LUMO gap (spin up / spin down) is 0.2645 / 0.2682 hartree. Its electronic energy is -20794.637 eV. The strongest force on any atom is 4.216 eV Å⁻¹.

Entry 2:
DFT (wB97M-V/def2-TZVPD) results for an isolated molecule of C5H7ClN8S in a non-equilibrium geometry.

Bonds (Å) are listed after each position.
Atoms and positions in Å:
1 Cl -2.89 -1.86 0.63  C11 1.727
2 S -0.25 -1.48 -0.69  C11 1.835, C14 1.770
3 N 2.31 -0.80 -0.33  N7 1.316, C14 1.332
4 N -2.67 2.33 0.60  N6 1.368, N10 1.222
5 N 2.38 -0.11 1.74  N7 1.297, N8 1.276
6 N -1.49 2.52 -0.08  N4 1.368, N9 1.220
7 N 3.05 -0.35 0.65  N3 1.316, N5 1.297, C13 1.427
8 N 1.16 -0.42 1.51  N5 1.276, C14 1.331
9 N -1.20 1.56 -0.77  N6 1.220, C15 1.476
10 N -3.10 1.21 0.36  N4 1.222, C15 1.378
11 C -1.59 -0.76 0.34  Cl1 1.727, S2 1.835, C15 1.700, H20 1.045
12 C -2.90 -0.08 -1.85  C15 1.616, H17 1.115, H18 1.115, H21 1.013
13 C 4.46 -0.12 0.67  N7 1.427, H16 1.105, H19 1.179, H22 1.110
14 C 1.10 -0.82 0.24  S2 1.770, N3 1.332, N8 1.331
15 C -2.26 0.56 -0.51  N9 1.476, N10 1.378, C11 1.700, C12 1.616
16 H 4.76 0.84 0.21  C13 1.105
17 H -3.96 -0.19 -1.53  C12 1.115
18 H -2.50 -1.12 -1.91  C12 1.115
19 H 5.09 -0.97 0.16  C13 1.179
20 H -1.37 -0.45 1.31  C11 1.045
21 H -2.60 0.61 -2.53  C12 1.013
22 H 4.46 -0.09 1.78  C13 1.110

The SMILES is Cn1nnc(S[C@H](Cl)C2(C)N=NN=N2)n1. The energy relative to the best compared isomer or geometry (same formula, charge and spin) is 119.86 kJ/mol. The multiplicity is 1. For the HOMO energy, the calculation gives -9.5015 eV. The value obtained for the HOMO-LUMO gap is 0.3136 hartree. Its electronic energy is -40571.714 eV. The strongest force on any atom is 5.558 eV Å⁻¹.

Entry 3:
DFT (wB97M-V/def2-TZVPD) results for an isolated molecule of C5H7F in a non-equilibrium geometry.

Bonds (Å) are listed after each position.
Atoms and positions in Å:
1 F 0.72 1.98 0.13  C2 1.391
2 C 0.70 0.62 0.44  F1 1.391, C5 1.377, C6 1.490
3 C -1.82 0.40 -0.44  C6 1.588, H8 1.094, H9 1.142, H10 1.179
4 C 0.28 -1.19 -0.86  C6 1.330, H7 1.087, H11 1.093
5 C 1.67 0.20 1.32  C2 1.377, H12 1.132, H13 1.142
6 C -0.32 -0.13 -0.34  C2 1.490, C3 1.588, C4 1.330
7 H 1.30 -1.53 -0.70  C4 1.087
8 H -1.88 1.41 -0.01  C3 1.094
9 H -2.14 0.44 -1.53  C3 1.142
10 H -2.48 -0.38 0.14  C3 1.179
11 H -0.28 -1.89 -1.48  C4 1.093
12 H 2.37 0.96 1.78  C5 1.132
13 H 1.91 -0.89 1.55  C5 1.142

The SMILES is C=C(C)C(=C)F. The energy relative to the best compared isomer or geometry (same formula, charge and spin) is 124.27 kJ/mol. The multiplicity is 1. For the HOMO energy, the calculation gives -9.0407 eV. The value obtained for the HOMO-LUMO gap is 0.3695 hartree. Its electronic energy is -8013.923 eV. The strongest force on any atom is 2.474 eV Å⁻¹.

Entry 4:
DFT (wB97M-V/def2-TZVPD) results for an isolated molecule of C5H7F in a non-equilibrium geometry.

Bonds (Å) are listed after each position.
Atoms and positions in Å:
1 F 0.81 2.36 0.69  C3 1.355
2 C -0.37 0.40 0.21  C3 1.352, C4 1.458, C6 1.485
3 C 0.42 1.41 -0.20  F1 1.355, C2 1.352, H13 1.094
4 C -0.97 0.06 1.49  C2 1.458, H7 1.077, H8 1.082, H11 1.035
5 C 0.93 -0.94 -1.32  C6 1.352, H9 1.070, H12 1.075
6 C -0.29 -0.68 -0.81  C2 1.485, C5 1.352, H10 1.100
7 H -1.86 -0.53 1.33  C4 1.077
8 H -0.45 -0.80 1.89  C4 1.082
9 H 1.86 -0.54 -0.96  C5 1.070
10 H -1.08 -1.18 -1.40  C6 1.100
11 H -1.06 0.75 2.26  C4 1.035
12 H 1.06 -1.72 -2.05  C5 1.075
13 H 1.00 1.40 -1.12  C3 1.094

The SMILES is C=C/C(C)=C/F. The energy relative to the best compared isomer or geometry (same formula, charge and spin) is 138.05 kJ/mol. The multiplicity is 1. For the HOMO energy, the calculation gives -8.8961 eV. The value obtained for the HOMO-LUMO gap is 0.3659 hartree. Its electronic energy is -8013.780 eV. The strongest force on any atom is 2.730 eV Å⁻¹.

Entry 5:
DFT (wB97M-V/def2-TZVPD) results for an isolated molecule of C5H7F2NO2 in a non-equilibrium geometry.

Bonds (Å) are listed after each position.
Atoms and positions in Å:
1 F -2.52 1.49 -0.59  C9 1.362
2 F -0.84 2.25 -1.79  C9 1.354
3 O 1.86 -0.56 -2.27  C8 1.189
4 O 2.64 -0.50 -0.21  C8 1.339, H14 0.937
5 N 0.30 -0.01 0.86  C6 1.486, C7 1.380, H15 1.041
6 C 0.16 -0.71 -0.44  N5 1.486, C8 1.626, C10 1.532, H16 1.153
7 C 0.01 1.34 0.87  N5 1.380, H11 1.151, H17 1.050
8 C 1.65 -0.63 -1.10  O3 1.189, O4 1.339, C6 1.626
9 C -1.21 1.30 -0.90  F1 1.362, F2 1.354, C10 1.473
10 C -0.80 -0.02 -1.41  C6 1.532, C9 1.473, H12 1.045, H13 1.193
11 H -0.68 1.71 1.72  C7 1.151
12 H -0.30 0.07 -2.32  C10 1.045
13 H -1.74 -0.71 -1.67  C10 1.193
14 H 2.31 -0.49 0.67  O4 0.937
15 H -0.34 -0.55 1.49  N5 1.041
16 H -0.19 -1.78 -0.18  C6 1.153
17 H 0.66 2.05 0.45  C7 1.050

The energy relative to the best compared isomer or geometry (same formula, charge and spin) is 166.26 kJ/mol. The multiplicity is 1. For the HOMO energy, the calculation gives -8.8754 eV. The value obtained for the HOMO-LUMO gap is 0.3404 hartree. Its electronic energy is -16316.581 eV. The strongest force on any atom is 5.328 eV Å⁻¹.

Entry 6:
DFT (wB97M-V/def2-TZVPD) results for an isolated molecule of C5H7F3N2 in a non-equilibrium geometry.

Bonds (Å) are listed after each position.
Atoms and positions in Å:
1 F -3.62 1.03 0.10  C9 1.322
2 F -3.38 -0.63 -1.17  C9 1.358
3 F -3.44 -0.88 0.98  C9 1.330
4 N -1.08 2.42 -0.16  N5 1.305, H13 1.015
5 N -0.86 1.14 0.00  N4 1.305, C6 1.318, C10 1.536
6 C -1.51 0.00 0.11  N5 1.318, C7 1.497, C9 1.459
7 C -0.63 -1.21 0.18  C6 1.497, C8 1.606, H14 1.106, H15 1.098
8 C 0.82 -0.65 -0.24  C7 1.606, C10 1.517, H12 1.095, H16 1.127
9 C -2.96 -0.11 0.01  F1 1.322, F2 1.358, F3 1.330, C6 1.459
10 C 0.64 0.83 0.07  N5 1.536, C8 1.517, H11 1.131, H17 1.091
11 H 0.91 1.02 1.15  C10 1.131
12 H 1.77 -0.86 0.27  C8 1.095
13 H -2.03 2.72 0.04  N4 1.015
14 H -1.03 -2.12 -0.31  C7 1.106
15 H -0.56 -1.29 1.28  C7 1.098
16 H 0.90 -0.87 -1.34  C8 1.127
17 H 1.27 1.44 -0.58  C10 1.091

The energy relative to the best compared isomer or geometry (same formula, charge and spin) is 156.01 kJ/mol. The multiplicity is 1. For the HOMO energy (spin up / spin down), the calculation gives -8.1160 / -8.1151 eV. The value obtained for the HOMO-LUMO gap (spin up / spin down) is 0.3284 / 0.3283 hartree. Its electronic energy is -16428.893 eV. The strongest force on any atom is 2.417 eV Å⁻¹.

Q: Number 2 is which compound?
A: C5H7ClN8S

Copy entry 1 word for word.
DFT (wB97M-V/def2-TZVPD) results for an isolated molecule of C5H7ClN2 in a non-equilibrium geometry.

Bonds (Å) are listed after each position.
Atoms and positions in Å:
1 Cl -3.01 1.92 -0.83  C7 1.735
2 N -0.62 1.02 -0.15  C5 1.434, C6 1.507, C7 1.362
3 N 1.35 0.05 0.93  C6 1.453, C8 1.185
4 C 0.94 -2.39 0.96  C8 1.294, H10 1.082, H13 1.026
5 C -0.62 0.11 -1.25  N2 1.434, H9 1.166, H14 1.092, H15 1.079
6 C 0.70 1.28 0.52  N2 1.507, N3 1.453, H11 1.047, H12 1.133
7 C -1.64 1.85 0.22  Cl1 1.735, N2 1.362
8 C 1.04 -1.10 0.96  N3 1.185, C4 1.294
9 H -1.60 -0.47 -1.00  C5 1.166
10 H 0.60 -2.90 1.85  C4 1.082
11 H 0.65 1.92 1.35  C6 1.047
12 H 1.45 1.65 -0.25  C6 1.133
13 H 1.34 -2.91 0.17  C4 1.026
14 H -0.77 0.57 -2.23  C5 1.092
15 H 0.19 -0.61 -1.26  C5 1.079

The energy relative to the best compared isomer or geometry (same formula, charge and spin) is 216.68 kJ/mol. The multiplicity is 3. For the HOMO energy (spin up / spin down), the calculation gives -6.3514 / -8.7513 eV. The value obtained for the HOMO-LUMO gap (spin up / spin down) is 0.2645 / 0.2682 hartree. Its electronic energy is -20794.637 eV. The strongest force on any atom is 4.216 eV Å⁻¹.

Q: Which value of multiplicity does entry 5 give?
A: 1

Q: Which formula does entry 3 have?
A: C5H7F